The following is a quantum chemistry calculation of a single C5H10O2 molecule, from the OMol25 dataset.

Each line ends with the natural charge from an NBO analysis.
Atoms and positions in Å:
1 C 2.52957 -0.67407 -0.23010  -0.622
2 C 1.10085 -0.85806 0.23940  -0.060
3 O 0.39025 0.33986 -0.00842  -0.536
4 C -0.98966 0.23955 0.25205  -0.013
5 C -1.54243 1.62869 0.54581  -0.612
6 C -1.70529 -0.36221 -0.95096  0.423
7 O -2.88747 -0.60372 -0.97122  -0.516
8 H 2.98565 0.18454 0.27159  0.216
9 H 3.12357 -1.56510 -0.00316  0.213
10 H 2.56058 -0.49746 -1.30971  0.213
11 H 0.62896 -1.70343 -0.28803  0.160
12 H 1.06818 -1.09244 1.31636  0.165
13 H -1.18076 -0.41539 1.11819  0.190
14 H -2.62644 1.57331 0.67761  0.228
15 H -1.08480 2.02728 1.45502  0.221
16 H -1.32106 2.31233 -0.28002  0.216
17 H -1.04970 -0.53368 -1.83442  0.112

HOMO energy = -9.61 eV
Total charge = 0
Relative energy (zero: lowest compared OMol25 entry of this formula, charge and spin) = 37.6 kcal/mol
SMILES string = CCO[C@@H](C)C=O
DFT total energy = -9441.41377 eV
LUMO level = 0.9 eV


The following is a quantum chemistry calculation of a single C7H8O molecule, from the OMol25 dataset.

Each line ends with the natural charge from an NBO analysis.
Atoms and positions in Å:
1 C -1.34097 0.86230 0.73651  -0.257
2 C -1.43322 -0.46279 0.50257  -0.134
3 C -0.16658 -1.12860 0.59189  -0.548
4 C 0.64667 -1.51384 -0.47213  -0.278
5 C 0.89327 -0.62055 -1.51678  0.137
6 O 0.39711 0.59179 -1.61032  -0.535
7 C 0.79980 1.30383 -0.39154  0.144
8 C -0.20464 1.65823 0.48258  -0.295
9 H -2.23368 1.57166 0.77019  0.217
10 H -2.49399 -0.96397 0.57487  0.225
11 H -0.01498 -1.94796 1.52099  0.230
12 H 0.35268 -0.14286 1.24784  0.244
13 H 1.27333 -2.59891 -0.44375  0.232
14 H 1.99074 -1.03089 -2.13478  0.165
15 H 1.76732 1.70965 -0.70362  0.213
16 H -0.23286 2.71289 0.84548  0.238

HOMO energy = -8.52 eV
Total charge = 0
Relative energy (zero: lowest compared OMol25 entry of this formula, charge and spin) = 160.3 kcal/mol
SMILES string = C1=C\C/C=C\O\C=C/1
DFT total energy = -9429.29135 eV
LUMO level = 0.1 eV


The following is a quantum chemistry calculation of 2 unconnected molecules or ions with the total composition C3H9N2O2, from the OMol25 dataset.

Each line ends with the natural charge from an NBO analysis.
Atoms and positions in Å:
1 C -1.63356 0.24431 1.94429  0.560
2 C 2.11568 -0.42236 -2.56557  -0.410
3 C 0.64802 -0.16085 -0.33105  0.567
4 N -2.31289 1.13048 1.41977  -0.665
5 N 1.39482 -0.72982 -1.34707  -0.607
6 O -1.65409 0.15919 3.21408  -0.622
7 O 0.25286 -0.71642 0.60092  -0.644
8 H 2.06784 -1.19801 -3.32345  0.233
9 H 1.75130 0.50480 -2.93243  0.211
10 H 3.13910 -0.16492 -2.29454  0.213
11 H 0.55495 0.98834 -0.56102  0.085
12 H -2.11387 1.39797 0.47228  0.427
13 H -2.63136 1.93216 1.93566  0.422
14 H 1.49281 -1.74116 -1.04574  0.392
15 H -1.59634 -0.66899 3.75138  0.564
16 H -1.47528 -0.55472 1.06248  0.274

HOMO energy = -13.30 eV
Total charge = +1
Relative energy (zero: lowest compared OMol25 entry of this formula, charge and spin) = 74.5 kcal/mol
DFT total energy = -10323.62190 eV
LUMO level = -3.7 eV


The following is a quantum chemistry calculation of a molecular structure, C5H5IO4Tb, from the OMol25 dataset.

Each line ends with the Mulliken spin population.
Atoms and positions in Å:
1 O 3.17337 -0.36541 -0.98833  -0.116
2 C 2.51840 0.26974 -0.26825  0.076
3 I 2.82238 2.41253 -0.31875  -0.944
4 C 1.53348 -0.49029 0.67293  -0.012
5 C 0.03229 0.01447 0.65810  0.008
6 C -0.75905 -1.20250 0.10007  -0.004
7 O -2.05541 -0.55820 0.00259  0.008
8 C -1.78803 0.72737 -0.35517  -0.305
9 O -2.68786 1.55496 -0.57111  0.239
10 O -0.41708 0.94704 -0.38657  -0.005
11 H 1.55086 -1.58168 0.47340  -0.002
12 H 1.93720 -0.35745 1.71153  -0.001
13 H -0.33774 0.50094 1.58361  0.003
14 H -0.65185 -2.17247 0.62175  0.000
15 H -0.42232 -1.27263 -0.96241  -0.001
16 Tb -4.44865 1.57359 -1.97338  7.058

HOMO energy (spin up / spin down) = -20.68 / -21.02 eV
Total charge = +3
Relative energy (zero: lowest compared OMol25 entry of this formula, charge and spin) = 28.1 kcal/mol
DFT total energy = -43957.37747 eV
LUMO level (spin up / spin down) = -14.3 / -11.9 eV
Multiplicity = 7


The following is a quantum chemistry calculation of a single C23H34N6S molecule, from the OMol25 dataset.

Each line ends with the natural charge from an NBO analysis.
Atoms and positions in Å:
1 C -8.80685 0.00116 0.55535  -0.634
2 C -8.27519 -1.20950 -0.22288  -0.198
3 N -6.86192 -1.27318 -0.50793  -0.455
4 C -5.95448 -1.49460 0.59168  -0.223
5 C -5.36972 -0.18839 1.16804  -0.242
6 N -4.74786 0.57275 0.10653  -0.426
7 C -3.41721 0.63227 -0.15376  0.310
8 S -2.84071 1.55084 -1.40923  -0.273
9 N -2.60038 -0.08272 0.66906  -0.598
10 C -1.20293 -0.05647 0.76743  0.130
11 C -0.57340 -1.23559 1.21270  -0.227
12 C 0.78165 -1.28994 1.36491  -0.189
13 C 1.58256 -0.16696 1.07042  0.162
14 N 2.91389 -0.28416 1.20785  -0.516
15 C 3.68751 0.74932 0.93511  0.413
16 N 5.02743 0.59389 1.16585  -0.411
17 C 5.51507 -0.72837 1.50074  -0.228
18 C 5.94208 -1.47180 0.23277  -0.237
19 N 6.97116 -0.69866 -0.43758  -0.453
20 C 7.67130 -1.40149 -1.49228  -0.199
21 C 6.83964 -1.80787 -2.71438  -0.638
22 C 6.46200 0.60569 -0.80779  -0.234
23 C 6.04367 1.34665 0.46891  -0.210
24 C 3.14010 1.99174 0.50655  -0.297
25 C 1.79188 2.14052 0.35482  0.074
26 C 1.20670 3.44043 -0.09921  -0.645
27 C 0.94855 1.02613 0.63626  -0.058
28 C -0.44766 1.06327 0.50790  -0.218
29 C -5.72189 0.92621 -0.90405  -0.250
30 C -6.31934 -0.36394 -1.49344  -0.227
31 H -8.59774 0.92850 0.02819  0.202
32 H -8.37369 0.05104 1.55166  0.197
33 H -9.88515 -0.09123 0.66183  0.215
34 H -8.79118 -1.25885 -1.18637  0.194
35 H -8.52782 -2.11953 0.33122  0.190
36 H -6.46712 -2.05458 1.37536  0.206
37 H -5.12323 -2.10741 0.21535  0.187
38 H -4.67383 -0.39139 1.98277  0.207
39 H -6.17650 0.43086 1.57357  0.206
40 H -3.01256 -0.87991 1.13380  0.391
41 H -1.18002 -2.10497 1.43333  0.203
42 H 1.27130 -2.18912 1.70468  0.221
43 H 4.71705 -1.26812 2.00749  0.248
44 H 6.37723 -0.61185 2.16335  0.195
45 H 6.35337 -2.44857 0.49513  0.203
46 H 5.04794 -1.61930 -0.39587  0.175
47 H 8.49346 -0.75589 -1.81687  0.189
48 H 8.10790 -2.29832 -1.04234  0.191
49 H 6.02927 -2.47295 -2.42630  0.206
50 H 7.47320 -2.32766 -3.42834  0.213
51 H 6.41737 -0.93360 -3.20400  0.203
52 H 7.25299 1.16128 -1.31698  0.203
53 H 5.58451 0.54376 -1.47673  0.167
54 H 5.69840 2.34892 0.22422  0.204
55 H 6.91138 1.42752 1.13127  0.203
56 H 3.78644 2.83288 0.30982  0.207
57 H 0.61672 3.29462 -1.00275  0.234
58 H 0.54890 3.84792 0.66755  0.226
59 H 1.99083 4.16523 -0.30527  0.216
60 H -0.92941 1.97241 0.19450  0.241
61 H -5.22448 1.50069 -1.68587  0.262
62 H -6.49343 1.54676 -0.44041  0.190
63 H -7.09547 -0.11633 -2.21750  0.207
64 H -5.51225 -0.89008 -2.01982  0.200

HOMO energy = -7.15 eV
Total charge = 0
Relative energy (zero: lowest compared OMol25 entry of this formula, charge and spin) = 8.6 kcal/mol
SMILES string = CCN1CCN(C(=S)Nc2ccc3nc(N4CCN(CC)CC4)cc(C)c3c2)CC1
DFT total energy = -44179.21830 eV
LUMO level = 0.6 eV


The following is a quantum chemistry calculation of a single C2H5N3OS2 molecule, from the OMol25 dataset.

Each line ends with the natural charge from an NBO analysis.
Atoms and positions in Å:
1 N 2.94189 -0.84706 0.43586  -0.612
2 N 2.39632 0.44174 0.01360  -0.456
3 C 1.11330 0.93816 -0.09458  0.602
4 O 0.93197 2.12285 -0.29529  -0.604
5 C -0.08571 -0.02891 -0.06226  -0.019
6 S -0.13661 -1.64903 -0.27367  -0.125
7 N -1.21673 0.67786 0.07980  -0.704
8 S -2.79116 0.15432 0.23350  0.234
9 H 2.46407 -1.09231 1.25384  0.354
10 H 2.65840 -1.49991 -0.29189  0.370
11 H 3.06790 1.16144 -0.10590  0.394
12 H -1.04245 1.66040 0.23783  0.435
13 H -2.77512 -0.66022 -0.85262  0.133

HOMO energy = -8.87 eV
Total charge = 0
Relative energy (zero: lowest compared OMol25 entry of this formula, charge and spin) = 25.8 kcal/mol
SMILES string = NNC(=O)C(=S)NS
DFT total energy = -30342.14982 eV
LUMO level = -0.4 eV